#A
Below is the molecule C5H11NOS, with properties calculated with wB97M-V/def2-TZVPD.

Computed properties:
**Orbital gap**: 10.01 eV
**Net charge**: 0

Each line ends with the natural charge from an NBO analysis.
Element x y z (Å)
C: 0.33112 2.51329 -1.35330  -0.724
C: -0.65044 1.49822 -1.90675  0.681
O: -1.58726 1.84786 -2.59717  -0.617
N: -0.40949 0.17968 -1.63727  -0.617
C: 0.31581 -0.30800 -0.44008  -0.227
C: -0.56368 -1.24463 0.38522  -0.423
C: -0.34422 -1.11776 1.90260  -0.498
S: 1.37011 -1.45871 2.42525  -0.058
H: -0.12289 2.95447 -0.46039  0.234
H: 1.28665 2.07466 -1.09281  0.216
H: 0.37237 3.30640 -2.09802  0.250
H: -1.20350 -0.41990 -1.82036  0.390
H: 1.20210 -0.84054 -0.80270  0.206
H: 0.67785 0.50756 0.16953  0.199
H: -1.61464 -0.97196 0.25667  0.208
H: -0.46772 -2.29126 0.09638  0.212
H: -0.58453 -0.11914 2.24068  0.217
H: -0.98177 -1.85724 2.36911  0.225
H: 1.21765 -2.75856 2.69566  0.125

***

#B
Below is a cluster of 3 separate species, C5H11NOS in total, with properties calculated with wB97M-V/def2-TZVPD.

Computed properties:
**Orbital gap**: 4.00 eV
**Net charge**: 0

Each line ends with the natural charge from an NBO analysis.
Element x y z (Å)
O: 1.86980 -0.97324 0.31747  -0.542
C: 1.39392 0.13993 0.18545  0.498
N: 0.51248 0.49713 -0.93030  -0.410
C: -0.62606 -0.05443 -0.66603  0.556
C: -1.67965 0.91595 -0.14712  -0.684
S: -3.36705 0.39621 -0.24432  -0.107
C: -0.92656 -1.49365 -0.76483  -0.722
C: 1.46409 1.16687 1.16110  -0.359
H: 3.53225 -0.05469 -2.46352  0.001
H: -1.68993 -1.06431 2.34161  0.013
H: -1.43180 1.04373 0.91943  0.270
H: -1.63336 1.86403 -0.67916  0.262
H: -1.52837 -0.34942 2.45531  -0.015
H: -1.45789 -1.67607 -1.68488  0.280
H: -1.59200 -1.73651 0.03628  0.266
H: -0.00720 -2.05810 -0.78448  0.265
H: 1.10134 2.14692 0.86781  0.209
H: 2.06899 1.02957 2.04030  0.220
H: 3.99700 0.26011 -1.96010  -0.001

***

#C
Below is the molecule C5H11NOS, with properties calculated with wB97M-V/def2-TZVPD.

Computed properties:
**Orbital gap**: 8.99 eV
**Net charge**: 0

Each line ends with the natural charge from an NBO analysis.
Element x y z (Å)
C: -2.56688 -1.56841 -1.18835  -0.421
N: -1.95087 -0.23704 -1.35716  -0.836
S: -1.10471 0.63746 -0.14412  0.405
C: 0.59980 0.04215 -0.37434  -0.231
C: 1.52910 0.65696 0.69287  -0.072
O: 2.06452 -0.16655 1.70021  -0.688
C: 0.86050 -1.32558 -0.92707  -0.434
C: 1.08680 -0.17220 -1.79709  -0.429
H: -2.47714 -1.97736 -0.11340  0.206
H: -3.65989 -1.51942 -1.33743  0.203
H: -1.97247 -2.18592 -1.79443  0.195
H: -2.44405 0.49309 -1.99204  0.399
H: 0.85584 1.41244 1.23682  0.179
H: 2.25511 1.29031 0.26633  0.174
H: 2.92066 -0.37518 1.28733  0.463
H: 0.17253 -2.09100 -1.15142  0.217
H: 1.58718 -1.88234 -0.36241  0.216
H: 2.14423 0.15065 -2.14082  0.215
H: 0.22859 -0.13320 -2.52729  0.239

***

#D
Below is the molecule C5H11NOS, with properties calculated with wB97M-V/def2-TZVPD.

Computed properties:
**Orbital gap**: 9.73 eV
**Net charge**: 0

Each line ends with the natural charge from an NBO analysis.
Element x y z (Å)
C: 0.25185 1.67240 -0.79825  -0.568
C: 0.47167 0.50041 0.09481  -0.004
N: 1.46777 0.86209 1.03025  -0.870
C: 1.02887 -0.63424 -0.62841  0.104
O: 2.40025 -0.80786 -0.51625  -0.734
C: 0.04206 -1.57230 0.27130  -0.427
C: -0.77121 -0.14465 0.62327  -0.350
S: -2.46061 -0.02108 -0.05640  -0.005
H: -0.45288 1.29601 -1.57010  0.218
H: -0.14602 2.51520 0.00889  0.189
H: 1.06135 2.03075 -1.27462  0.208
H: 1.92398 -0.11731 1.70602  0.388
H: 1.17578 1.62291 1.78104  0.391
H: 0.82673 -0.71033 -1.58506  0.170
H: 2.80581 0.16639 -0.14145  0.503
H: -0.75586 -2.07959 -0.31860  0.206
H: 0.35531 -2.19404 1.14331  0.231
H: -0.77695 0.26787 1.77605  0.229
H: -2.26329 -0.96192 -1.08116  0.122

***

Referenced to the most stable arrangement, the calculated values in hartree are #A 0.0000; #B 0.3189; #C 0.1127; #D 0.1678.

***

#A
Below is a structure of composition C19H27KN7O5, with properties calculated with wB97M-V/def2-TZVPD.

Computed properties:
**Orbital gap**: 7.13 eV
**Net charge**: -1

Each line ends with the natural charge from an NBO analysis.
Element x y z (Å)
K: 0.01253 -0.50011 0.24878  0.913
O: -1.49719 0.06927 6.78621  -0.680
C: -1.29456 -0.05924 5.43536  0.322
C: -1.37393 -1.28980 4.80625  -0.339
C: -1.15679 -1.34318 3.43697  0.120
N: -0.88669 -0.24998 2.72728  -0.488
C: -0.79409 0.93365 3.33679  0.112
C: -0.99208 1.07469 4.70336  -0.307
C: -0.38914 2.15885 2.47221  0.736
O: -0.33652 3.24203 3.07485  -0.739
O: -0.14623 1.91838 1.26124  -0.813
C: -1.15760 -2.70748 2.69914  0.735
O: -1.43291 -3.69252 3.40331  -0.743
O: -0.84976 -2.67120 1.48009  -0.812
H: -1.68875 -0.80702 7.13628  0.471
H: -1.58738 -2.21178 5.33411  0.231
H: -0.90058 2.05023 5.15760  0.246
C: -2.28266 -0.67072 -1.97207  -0.411
N: -1.75738 -0.66047 -3.32126  -0.424
C: -2.51990 0.01392 -4.35409  -0.216
C: -1.56324 -0.09086 -5.52721  -0.213
N: -0.25376 -0.01552 -4.88391  -0.453
C: 0.79493 -0.64899 -5.66466  -0.404
C: -0.41354 -0.37214 -3.52946  0.599
N: 0.44226 -0.39684 -2.59058  -0.567
C: 1.80127 0.05670 -2.83322  -0.236
C: 2.43859 0.61169 -1.55919  -0.240
N: 2.64200 -0.40060 -0.54435  -0.588
C: 3.78247 -0.68921 -0.07077  0.612
N: 3.92714 -1.48510 1.05764  -0.424
C: 2.78367 -1.64923 1.93589  -0.416
C: 5.20925 -1.17551 1.65912  -0.215
C: 6.04590 -0.84202 0.43395  -0.207
N: 5.06086 -0.28024 -0.47826  -0.454
C: 5.41745 -0.27673 -1.88382  -0.404
H: -3.35506 -0.85331 -2.02162  0.204
H: -2.11101 0.27895 -1.45124  0.198
H: -1.83826 -1.48686 -1.40602  0.229
H: -2.71542 1.06351 -4.09271  0.177
H: -3.47140 -0.48576 -4.53334  0.203
H: -1.68544 0.70300 -6.26463  0.199
H: -1.68753 -1.06056 -6.02794  0.174
H: 0.77322 -0.22791 -6.67061  0.197
H: 0.64208 -1.73390 -5.74327  0.178
H: 1.77852 -0.46814 -5.24628  0.215
H: 1.82873 0.85162 -3.58998  0.176
H: 2.41450 -0.78026 -3.19365  0.174
H: 1.74941 1.35498 -1.14265  0.221
H: 3.35006 1.15792 -1.82471  0.172
H: 1.96267 -2.12901 1.40829  0.238
H: 2.42331 -0.69039 2.32892  0.201
H: 3.06637 -2.28956 2.77004  0.203
H: 5.60049 -2.02167 2.22351  0.201
H: 5.13413 -0.30992 2.33240  0.178
H: 6.48576 -1.75442 0.00802  0.170
H: 6.85007 -0.13601 0.64648  0.196
H: 6.19590 -1.02451 -2.07072  0.183
H: 5.79331 0.69613 -2.20874  0.194
H: 4.55796 -0.53776 -2.49622  0.211

***

#B
Below is a structure of composition C19H27KN7O5, with properties calculated with wB97M-V/def2-TZVPD.

Computed properties:
**Orbital gap**: 7.75 eV
**Net charge**: -1

Each line ends with the natural charge from an NBO analysis.
Element x y z (Å)
K: 0.49701 -0.23125 0.22884  0.922
O: 1.24842 2.93336 6.05854  -0.676
C: 0.94896 2.38444 4.84060  0.330
C: 1.30795 3.00346 3.65341  -0.336
C: 0.97232 2.38386 2.45888  0.125
N: 0.32089 1.22236 2.42569  -0.494
C: -0.00052 0.61590 3.57084  0.123
C: 0.28191 1.17040 4.80976  -0.304
C: -0.65236 -0.77950 3.49156  0.739
O: -1.38797 -1.09535 4.43671  -0.729
O: -0.34199 -1.47299 2.48190  -0.827
C: 1.42874 3.02814 1.13007  0.742
O: 1.83731 4.19612 1.21361  -0.735
O: 1.37444 2.30490 0.09710  -0.829
H: 1.70855 3.76503 5.90375  0.473
H: 1.83988 3.94655 3.61899  0.233
H: -0.01365 0.65718 5.71321  0.242
C: -2.42648 -1.94038 0.06823  -0.426
N: -1.90863 -3.28952 0.13702  -0.426
C: -2.00222 -3.99340 1.41059  -0.241
C: -1.21977 -5.26252 1.10144  -0.206
N: -0.27976 -4.83940 0.06699  -0.456
C: 0.17550 -5.88273 -0.83336  -0.402
C: -0.69821 -3.60319 -0.45109  0.618
N: -0.12068 -2.83349 -1.28881  -0.599
C: 1.17179 -3.15362 -1.84942  -0.224
C: 2.11743 -1.95360 -1.81963  -0.227
N: 1.52557 -0.78207 -2.42071  -0.615
C: 2.19152 0.29195 -2.62423  0.619
N: 3.54133 0.57732 -2.41639  -0.446
C: 4.57504 -0.39779 -2.71157  -0.403
C: 3.81430 1.94248 -2.86006  -0.206
C: 2.44224 2.58825 -2.82277  -0.244
N: 1.58338 1.44026 -3.10362  -0.423
C: 0.15976 1.61659 -2.90529  -0.420
H: -3.51721 -1.97273 0.08301  0.190
H: -2.09956 -1.49365 -0.86905  0.223
H: -2.07426 -1.34937 0.91781  0.224
H: -3.04252 -4.19953 1.66612  0.189
H: -1.53849 -3.39827 2.20399  0.253
H: -1.88026 -6.04577 0.70414  0.161
H: -0.70105 -5.65796 1.97571  0.200
H: -0.55744 -6.69732 -0.85991  0.179
H: 1.13543 -6.30134 -0.52051  0.190
H: 0.27998 -5.50120 -1.84550  0.212
H: 1.05753 -3.46654 -2.89522  0.178
H: 1.69088 -3.95913 -1.31523  0.167
H: 3.05135 -2.28290 -2.28486  0.174
H: 2.36998 -1.76451 -0.76352  0.159
H: 4.32921 -1.00138 -3.59110  0.186
H: 4.76736 -1.06250 -1.86971  0.203
H: 5.49691 0.14305 -2.92357  0.201
H: 4.22018 1.93083 -3.88209  0.161
H: 4.52949 2.43338 -2.19996  0.206
H: 2.32034 3.35960 -3.58484  0.185
H: 2.21798 2.99020 -1.83043  0.257
H: -0.19788 2.38500 -3.59237  0.189
H: -0.05643 1.94150 -1.88137  0.215
H: -0.34713 0.67825 -3.11684  0.228

***

Referenced to the most stable arrangement, the calculated values in hartree are #A 0.0111; #B 0.0000.